(1)
Molecular formula: C23H28CoF9O3
Method: DFT, ωB97M-V/def2-TZVPD

```
! wB97M-V def2-TZVPD RIJCOSX def2/J DEFGRID3
* xyz -1 4
Co 1.614 0.728 -0.419
F -2.037 2.471 2.972
F -2.923 -1.359 1.831
F -3.961 -0.081 3.316
F -4.179 2.748 2.561
F -4.201 -0.290 -0.350
F -1.759 -0.060 3.159
F -5.368 0.703 1.213
F -2.661 3.357 1.071
F -4.434 1.892 -0.382
O -1.708 0.883 0.763
O 5.408 -1.307 -2.861
O 2.632 -3.775 -2.451
C 3.249 1.001 0.757
C 6.385 -1.560 -3.934
C 7.040 -2.776 -3.227
C -1.240 -0.740 -1.062
C 2.661 -4.492 -1.175
C 7.350 -0.402 -4.088
C 0.350 0.560 -2.122
C -0.246 -0.771 -2.012
C 5.908 -2.563 -2.236
C 1.089 0.691 1.507
C 2.537 2.230 0.550
C -1.528 0.654 -0.668
C 1.196 2.040 1.039
C -2.989 0.990 1.360
C 2.815 -2.371 -2.159
C 3.042 -3.519 -0.032
C 5.683 -1.886 -5.239
C -0.268 1.357 -1.114
C -2.920 -0.144 2.453
C 3.240 -2.165 -0.712
C -2.986 2.421 2.005
C -4.264 0.818 0.442
C 2.363 0.067 1.373
H -2.395 1.054 -1.237
H 3.554 -1.947 -2.850
H -1.880 -1.545 -0.732
H 5.149 -0.991 -5.578
H 7.818 -0.166 -3.123
H 2.960 3.149 0.155
H 6.211 -2.380 -1.198
H 1.636 -4.898 -0.979
H 3.366 -5.358 -1.256
H 6.994 -3.734 -3.752
H 2.603 -0.928 1.748
H 4.251 -1.737 -0.624
H -0.389 2.437 -1.108
H 6.403 -2.182 -6.014
H 8.018 -2.591 -2.770
H 0.231 0.202 1.942
H 8.141 -0.660 -4.812
H 2.531 -1.429 -0.304
H 0.879 0.955 -2.986
H 5.167 -3.374 -2.300
H 1.853 -1.851 -2.369
H 3.923 -3.865 0.537
H 2.183 -3.410 0.662
H 0.415 2.798 1.063
H -0.017 -1.623 -2.656
H 4.303 0.831 0.566
H 4.954 -2.695 -5.110
H 6.800 0.476 -4.453
*
```

Orbital gap (alpha / beta), eV: 3.235 / 5.859
Energy above the lowest of the compared OMol25 structures with the same formula, charge and spin, kJ/mol: 12.49
E_HOMO (alpha / beta), eV: -0.8 / -3.4

Atomic partial charges in e from the Löwdin method, atoms 1 to 2: 0.40, 0.15

---

(2)
Molecular formula: C5H5NS
Method: DFT, ωB97M-V/def2-TZVPD

```
! wB97M-V def2-TZVPD RIJCOSX def2/J DEFGRID3
* xyz 0 1
S 2.805 -0.957 0.053
N 1.090 1.731 0.112
C -2.576 -1.022 0.096
C 1.127 -1.313 -0.099
C 0.024 -0.474 -0.330
C -0.070 0.929 -0.114
C -1.290 -0.955 -0.127
H 0.758 -2.458 0.198
H -1.025 1.507 -0.019
H 1.924 1.157 -0.444
H -3.874 -0.835 0.597
H 1.107 2.691 0.076
*
```

Orbital gap, eV: 7.396
Energy above the lowest of the compared OMol25 structures with the same formula, charge and spin, kJ/mol: 527.56
E_HOMO, eV: -8.2

Atomic partial charges in e from the Löwdin method, atoms 1 to 2: 0.57, 0.08

---

(3)
Molecular formula: C18H43BClNO6Si
Method: DFT, ωB97M-V/def2-TZVPD

```
! wB97M-V def2-TZVPD RIJCOSX def2/J DEFGRID3
* xyz 0 1
Cl 1.669 -3.491 -1.204
Si 2.078 0.973 2.356
O -6.150 0.311 0.713
O 6.334 1.503 2.103
O 0.985 1.845 0.184
O 2.904 1.554 -1.318
O 1.516 3.614 -1.449
O -1.065 -1.684 -0.796
N 1.476 0.620 0.714
C 3.469 2.296 2.332
C 2.805 -0.541 3.259
C -2.635 -1.672 -2.725
C 0.719 1.718 3.502
C 0.388 -4.269 -0.182
C -2.763 -0.108 -2.620
C -5.114 1.377 -1.281
C -0.118 -0.624 -0.749
C -1.259 -2.161 -2.123
C -5.313 0.544 -2.608
C -0.989 -4.489 -0.921
C 7.398 2.419 2.348
C -4.001 0.378 -3.449
C 0.402 -0.396 0.715
C -6.019 -0.735 1.674
C -1.142 -3.721 -2.267
C 7.988 2.916 1.043
C -4.973 0.362 -0.086
B 1.801 2.345 -0.866
H 4.335 1.984 1.683
H -1.022 -5.577 -1.180
H -2.593 -1.907 -3.816
H 2.991 3.241 1.969
H 6.991 3.251 2.924
H 0.184 -3.557 0.650
H -6.278 -1.703 1.176
H 8.162 1.921 2.954
H -1.850 -4.337 -0.232
H 6.696 0.764 1.605
H 3.816 2.504 3.371
H -0.035 0.959 3.800
H 3.613 -1.047 2.683
H 3.308 -0.131 4.171
H 0.737 -5.220 0.265
H 7.221 3.405 0.439
H 8.798 3.625 1.224
H -0.434 -0.103 1.399
H -4.817 -0.672 -0.489
H 0.793 -0.843 -1.357
H -3.503 -2.215 -2.292
H 2.520 1.024 -2.028
H -0.338 -3.971 -2.989
H -6.720 -0.571 2.520
H -4.213 -0.411 -4.211
H -0.562 0.344 -1.089
H -2.093 -4.073 -2.740
H -5.931 2.110 -1.118
H -5.770 -0.449 -2.402
H -4.071 0.674 0.501
H 8.378 2.083 0.453
H 0.881 -1.334 1.081
H -6.064 1.100 -3.223
H -0.483 -1.721 -2.801
H 0.943 3.415 -2.198
H -4.970 -0.756 2.042
H -2.745 0.257 -1.574
H -3.811 1.341 -3.977
H 1.236 2.119 4.406
H -1.838 0.297 -3.105
H 2.029 -1.255 3.614
H 0.282 2.594 2.978
H -4.166 1.956 -1.385
*
```

Orbital gap, eV: 9.021
SMILES string: COCCCCCC[C@H](CCCCl)OCCN(OB(O)O)[Si](C)(C)C.CCO
E_HOMO, eV: -8.8

Atomic partial charges in e from the Löwdin method, atoms 1 to 2: 0.59, 0.54

---

(4)
Molecular formula: C48H71NP4PbSSi
Method: DFT, ωB97M-V/def2-TZVPD

```
! wB97M-V def2-TZVPD RIJCOSX def2/J DEFGRID3
* xyz 0 1
Pb 0.595 -0.291 -1.136
S 0.615 -4.708 -3.399
P 0.356 1.376 -4.023
P 2.616 -0.392 -3.187
P -0.351 -1.905 0.832
P -0.128 1.881 0.880
Si 2.380 -0.084 0.780
N 0.995 -2.297 -2.109
C 2.147 -1.916 -5.551
C -0.541 -4.666 1.700
C 0.379 -1.426 2.446
C 2.622 1.804 1.033
C 0.090 -3.710 0.681
C 2.970 4.587 1.141
C 1.853 -0.791 -4.794
C -1.481 1.119 -4.117
C -3.198 4.722 0.056
C -1.941 1.400 2.998
C 4.143 -0.835 0.922
C 4.069 3.746 1.176
C -1.537 4.792 -1.833
C -1.281 1.768 5.398
C -0.212 3.151 3.550
C -0.684 3.656 -1.248
C -2.228 -1.788 0.874
C 0.846 0.079 -5.218
C 1.473 -2.151 -6.737
C 0.419 -1.430 4.858
C -4.946 -1.601 0.518
C -0.520 1.905 2.722
C 0.195 -0.149 -6.422
C 1.604 -0.715 4.847
C 0.817 -3.322 -2.661
C 1.700 4.046 1.053
C 0.999 -6.279 0.527
C -2.739 -2.414 -0.427
C -0.160 2.752 5.030
C -3.006 4.618 -1.463
C 0.512 -1.259 -7.184
C 3.694 1.047 -3.653
C -4.519 -2.571 1.614
C 2.162 -0.351 3.636
C 0.487 2.895 -5.078
C 3.886 2.376 1.136
C -2.425 1.824 4.391
C 1.613 -3.830 0.728
C -3.071 -2.301 2.052
C -0.186 -1.784 3.666
C 3.930 -1.669 -3.059
C 1.570 -0.683 2.422
C 0.276 -5.963 1.831
C 2.060 -5.213 0.236
C -1.309 3.096 0.038
C 1.520 2.668 0.979
C -4.144 -1.889 -0.757
C -1.955 4.240 0.818
H 3.004 -5.475 0.721
H 4.112 -1.918 0.882
H 2.084 -0.436 5.777
H -2.832 2.838 4.364
H -1.436 4.819 -2.919
H 1.539 3.132 -5.229
H -2.662 -3.221 2.464
H 2.886 -2.627 -5.218
H -3.412 5.753 0.343
H -0.239 -3.970 -0.332
H -6.014 -1.708 0.320
H -0.973 3.919 3.410
H -1.114 -2.329 3.701
H -1.941 1.470 -3.193
H 4.604 -1.623 -3.915
H 4.631 -0.558 1.851
H 4.199 0.894 -4.603
H -1.933 0.310 2.928
H 2.056 -3.058 0.095
H 0.806 2.294 5.245
H -0.390 -6.785 2.104
H -2.056 -2.191 -1.252
H 1.695 -3.040 -7.311
H -0.240 3.657 5.636
H 1.465 -7.265 0.586
H -0.586 -4.191 2.681
H -4.075 -0.983 -1.361
H 4.747 1.726 1.183
H -4.667 -2.638 -1.354
H 2.238 -5.179 -0.840
H -2.127 2.415 -0.249
H 3.459 -2.647 -2.991
H -3.343 3.641 -1.817
H -2.764 -3.498 -0.313
H -0.571 2.848 -1.977
H 0.007 2.766 -6.047
H 1.015 -5.862 2.630
H -1.915 1.658 -4.959
H -1.557 -4.914 1.386
H 4.772 -0.492 0.107
H -2.646 1.765 2.247
H -2.260 3.918 1.811
H -3.616 5.371 -1.965
H 1.946 -3.657 1.755
H -1.246 5.061 0.936
H -3.233 1.163 4.714
H -5.180 -2.488 2.479
H 0.020 3.720 -4.543
H 3.077 0.226 3.625
H -0.008 -1.443 -8.114
H 3.099 5.659 1.184
H 0.320 4.027 -1.037
H 4.437 1.164 -2.864
H -3.077 -1.547 2.843
H -1.194 5.756 -1.453
H 0.186 1.143 3.073
H 3.097 1.954 -3.696
H 0.850 4.711 1.039
H -2.370 -0.700 0.795
H -4.613 -3.589 1.229
H 5.067 4.158 1.223
H -0.037 -1.714 5.796
H -1.673 0.052 -4.220
H -0.574 0.530 -6.762
H 4.494 -1.499 -2.142
H 0.274 -6.308 -0.287
H -1.660 1.993 6.395
H -0.890 0.750 5.419
H -4.063 4.123 0.351
H 0.749 3.577 3.261
H -4.777 -0.577 0.856
*
```

Orbital gap, eV: 7.550
Energy above the lowest of the compared OMol25 structures with the same formula, charge and spin, kJ/mol: 103.39
E_HOMO, eV: -7.0

Atomic partial charges in e from the Löwdin method, atoms 1 to 2: 0.70, 0.58

---

Taking the records one at a time from the top gives F_max values of 3.4 9.4 2.2 1.6 eV Å⁻¹.